1.
Here is C5H10O as an isolated structure from the Open Molecules 2025 dataset. Energies are from the ωB97M-V functional and the def2-TZVPD basis.

Output
energy above the lowest of the compared OMol25 structures with the same formula, charge and spin = 667.7 kJ/mol
Kohn-Sham gap = 7.9016 eV
highest occupied orbital energy = -7.06 eV
spin multiplicity = 1

The geometry in XYZ format:
```
16
Properties=species:S:1:pos:R:3:lowdin_charge:R:1
C -0.696 1.404 -1.258 -0.0246
C -0.279 0.193 0.301 -0.2209
C -1.125 -0.988 -0.077 -0.0649
C 1.201 0.116 0.311 -0.3157
C 1.866 -0.661 1.359 -0.1874
O 1.700 -1.233 0.072 -0.1122
H -0.177 2.356 -1.441 0.0814
H -1.693 1.623 -0.878 0.0687
H -0.730 0.795 -2.164 0.0729
H -0.694 0.883 1.039 0.1375
H -2.178 -0.740 -0.233 0.0836
H -1.046 -1.697 0.758 0.1011
H -0.712 -1.488 -0.955 0.0959
H 0.368 1.016 -0.632 0.0846
H 2.891 -0.412 1.642 0.0959
H 1.303 -1.165 2.154 0.1041
```


2.
Here is C5H6N as an isolated structure from the Open Molecules 2025 dataset. Energies are from the ωB97M-V functional and the def2-TZVPD basis.

Output
net charge = +1
energy above the lowest of the compared OMol25 structures with the same formula, charge and spin = 769.4 kJ/mol
Kohn-Sham gap = 8.4744 eV
highest occupied orbital energy = -13.37 eV
spin multiplicity = 1

The geometry in XYZ format:
```
12
Properties=species:S:1:pos:R:3:lowdin_charge:R:1
C 1.234 -0.899 0.266 -0.0221
C 0.669 1.233 -0.565 0.1935
C -0.707 0.540 0.723 -0.0127
C 0.771 0.444 0.720 -0.1450
C 0.357 -0.293 -0.769 -0.0991
N -1.105 -0.355 -0.326 0.0750
H 2.310 -1.004 -0.127 0.1656
H 0.949 -1.869 0.730 0.1478
H 0.280 2.225 -0.764 0.1290
H -1.264 1.381 1.138 0.1492
H -1.596 -1.225 -0.005 0.1983
H -1.899 -0.178 -1.022 0.2206
```


3.
Here is C29H33AsCdN9OS3SbSe4 as an isolated structure from the Open Molecules 2025 dataset. Energies are from the ωB97M-V functional and the def2-TZVPD basis.

Output
net charge = -2
energy above the lowest of the compared OMol25 structures with the same formula, charge and spin = 90.0 kJ/mol
Kohn-Sham gap = 4.3304 eV
highest occupied orbital energy = -1.09 eV
spin multiplicity = 1

The geometry in XYZ format:
```
82
Properties=species:S:1:pos:R:3:lowdin_charge:R:1
Cd 1.057 -0.487 0.270 1.0998
S 0.747 -0.809 3.815 0.4214
C 0.548 -2.193 2.855 -1.2089
N 0.930 -2.392 1.594 -0.1178
C 0.614 -3.677 1.127 -0.3144
C 0.908 -4.181 -0.136 -0.0252
C 0.541 -5.481 -0.448 -0.0807
C -0.130 -6.284 0.479 -0.1166
C -0.426 -5.792 1.742 -0.1218
C -0.039 -4.493 2.055 -0.4985
S -0.242 -3.615 3.538 0.9545
H 1.423 -3.569 -0.866 0.0390
H 0.813 -5.872 -1.421 0.0958
H -0.412 -7.298 0.216 0.0872
H -0.936 -6.406 2.476 0.0916
N 3.862 -1.225 2.111 0.1906
C 3.903 0.083 2.040 -0.4407
N 4.970 0.740 2.540 0.1894
C 4.922 2.048 2.414 -0.4567
N 5.968 2.765 2.936 0.1283
N 3.941 2.768 1.835 0.1552
C 2.956 2.016 1.361 -0.3101
N 2.858 0.716 1.438 0.0899
C 1.860 2.754 0.632 -0.2012
C 1.832 4.143 0.654 -0.0148
C 0.845 4.803 -0.056 -0.0727
C -0.077 4.057 -0.769 -0.0729
C 0.020 2.674 -0.729 -0.1639
N 0.968 2.034 -0.041 0.0687
H 4.721 -1.736 2.268 0.0522
H 3.136 -1.736 1.628 0.0318
H 6.796 2.224 3.116 0.0891
H 6.088 3.688 2.560 0.0824
H 2.594 4.663 1.216 0.1006
H 0.805 5.887 -0.064 0.1015
H -0.852 4.528 -1.361 0.0977
H -0.671 2.037 -1.270 0.0279
C -3.969 3.257 0.561 -0.0208
N -3.312 2.368 1.513 -0.0876
N -3.052 1.084 1.028 0.0559
C -1.774 0.675 1.433 -0.4219
O -1.293 -0.424 1.189 -0.0836
C -1.236 1.805 2.171 0.0407
C -2.149 2.788 2.140 -0.2764
C -2.053 4.182 2.660 -0.0182
C -4.136 0.222 0.722 -0.1765
C -3.926 -0.878 -0.103 -0.0040
C -4.987 -1.727 -0.380 -0.0665
C -6.254 -1.484 0.137 -0.1060
C -6.453 -0.384 0.960 -0.1007
C -5.396 0.464 1.263 -0.0415
H -4.792 2.727 0.090 0.0804
H -3.282 3.603 -0.221 0.0888
H -4.370 4.114 1.099 0.0870
H -0.275 1.788 2.661 0.0900
H -1.137 4.286 3.237 0.0866
H -2.905 4.421 3.300 0.0833
H -2.024 4.906 1.842 0.0753
H -2.946 -1.068 -0.518 0.0371
H -4.813 -2.587 -1.014 0.1080
H -7.075 -2.153 -0.089 0.0933
H -7.430 -0.190 1.385 0.0941
H -5.540 1.300 1.935 0.1063
C 1.847 0.702 -4.174 -0.2965
As 0.524 -0.597 -3.618 0.5746
C 0.874 -2.347 -4.311 -0.3019
C -0.825 -0.065 -4.969 -0.3308
S -0.763 -0.468 -1.901 0.0664
H 1.599 1.019 -5.191 0.0250
H 2.837 0.261 -4.124 -0.0027
H 1.803 1.551 -3.498 0.0199
H 0.902 -2.271 -5.398 0.0346
H 0.035 -2.966 -4.008 0.0374
H 1.805 -2.779 -3.945 -0.1275
H -0.451 -0.220 -5.985 0.0178
H -1.061 0.990 -4.834 0.0108
H -1.737 -0.641 -4.824 0.0072
Se 5.431 -3.585 0.108 -0.2927
Sb 4.551 -2.592 -1.956 -0.3855
Se 2.553 -1.037 -1.575 -0.1092
Se 3.719 -4.357 -3.448 -0.2632
Se 6.095 -1.074 -3.107 -0.3847
```


4.
Here is a 2-piece molecular cluster, C5H12N2O3Si overall from the Open Molecules 2025 dataset. Energies are from the ωB97M-V functional and the def2-TZVPD basis.

Output
structure (SMILES) = C[Si](C)(C)C#[N+][O-].C=[N+]([O-])O
energy above the lowest of the compared OMol25 structures with the same formula, charge and spin = 284.2 kJ/mol
Kohn-Sham gap = 9.6310 eV
highest occupied orbital energy = -9.00 eV
spin multiplicity = 1

The geometry in XYZ format:
```
23
Properties=species:S:1:pos:R:3:lowdin_charge:R:1
C 1.109 2.542 0.513 -0.1628
Si 0.161 0.792 0.472 0.5508
C -0.640 0.535 -1.296 -0.1547
C -0.947 0.583 1.953 -0.2034
C 1.488 -0.458 0.541 -0.0892
N 2.433 -0.977 0.973 -0.2215
O 3.369 -1.518 1.379 0.0637
H 0.757 2.992 1.436 0.0027
H 2.145 2.688 0.389 -0.0028
H 0.638 3.068 -0.393 0.0443
H -1.579 1.065 -1.443 0.0291
H -0.058 0.978 -2.039 -0.0024
H -0.613 -0.565 -1.478 0.0075
H -0.642 1.188 2.855 0.0458
H -2.014 1.099 1.817 0.0808
H -1.164 -0.486 2.055 0.0127
C 0.242 -2.779 -0.052 0.0392
N 0.049 -3.129 -1.279 -0.3876
O -0.679 -2.805 -2.210 -0.0187
O 1.044 -4.077 -1.651 -0.0162
H -0.445 -2.229 0.554 0.0741
H 1.110 -3.335 0.421 0.1299
H 0.742 -4.515 -2.556 0.1786
```


5.
Here is a 2-piece molecular cluster, C2H2N3S2 overall from the Open Molecules 2025 dataset. Energies are from the ωB97M-V functional and the def2-TZVPD basis.

Output
net charge = +1
energy above the lowest of the compared OMol25 structures with the same formula, charge and spin = 418.8 kJ/mol
Kohn-Sham gap = 7.1588 eV
highest occupied orbital energy = -13.51 eV
spin multiplicity = 1

The geometry in XYZ format:
```
9
Properties=species:S:1:pos:R:3:lowdin_charge:R:1
C 1.661 0.636 -0.175 -0.0610
C 2.972 0.275 -0.294 -0.7259
N -0.676 0.729 0.359 -0.2688
N -3.198 1.316 0.362 -0.2292
N 0.489 0.603 -0.075 0.0125
S 4.337 0.960 0.009 0.9074
S -1.871 1.584 -0.233 1.0676
H 2.767 -0.983 -1.361 0.2625
H -3.788 0.772 0.907 0.0349
```


6.
Here is the molecule C4H7NO3 from the Open Molecules 2025 dataset. Energies are from the ωB97M-V functional and the def2-TZVPD basis.

Output
structure (SMILES) = CC(C(N)=O)=C(O)O
energy above the lowest of the compared OMol25 structures with the same formula, charge and spin = 211.6 kJ/mol
Kohn-Sham gap = 8.6255 eV
highest occupied orbital energy = -7.98 eV
spin multiplicity = 1

The geometry in XYZ format:
```
15
Properties=species:S:1:pos:R:3:lowdin_charge:R:1
C 0.360 1.576 0.374 -0.0564
C -0.138 0.261 -0.139 -0.1850
C 0.744 -0.896 -0.358 -0.5264
N 2.092 -0.718 -0.406 0.1565
O 0.279 -2.041 -0.274 0.0000
C -1.409 -0.203 0.072 -0.3456
O -2.142 -0.935 -0.810 0.1198
O -2.042 0.048 1.245 0.1240
H -0.291 2.003 1.144 0.0815
H 1.360 1.521 0.808 0.0678
H 0.393 2.301 -0.450 0.0789
H 2.534 0.186 -0.422 0.0896
H 2.643 -1.566 -0.427 0.1110
H -1.728 -0.829 -1.685 0.1422
H -2.656 -0.709 1.328 0.1421
```